No. 1
Entry from the Open Molecules 2025 dataset: a molecular structure, C50H45CoF4N7O2S3 (wB97M-V/def2-TZVPD).

XYZ file:
```
112
Properties=species:S:1:pos:R:3:lowdin_spin:R:1
Co -0.41644 1.08603 -0.38657 0.029
C -0.79520 3.28868 -3.62617 -0.001
C -1.27741 2.97022 -2.20498 -0.001
N -0.22028 2.69489 -1.23818 -0.015
C 0.47523 3.89428 -0.80800 -0.001
C 1.95820 3.67296 -0.54021 0.000
C 0.20898 1.81765 1.30965 -0.008
C -0.55733 1.30171 2.51630 0.051
N -0.56789 -0.06563 2.97225 0.395
C -0.00157 -1.17906 2.55633 0.009
C 1.06497 -1.43205 1.61968 0.134
F 1.54135 -0.47320 0.85084 0.037
C 1.65544 -2.66218 1.51311 -0.011
F 2.71502 -2.80600 0.70621 -0.016
C 1.18129 -3.77237 2.19410 0.183
C 0.07267 -3.60853 3.01152 -0.008
F -0.44775 -4.67314 3.63089 -0.017
C -0.49498 -2.37757 3.19456 0.136
F -1.55427 -2.27645 3.97850 0.036
H -1.60522 3.76727 -4.18147 0.000
H -0.50634 2.38995 -4.17138 0.000
H 0.05923 3.97142 -3.61927 0.000
H -1.93023 2.10519 -2.25283 0.000
H -1.88954 3.81667 -1.86402 0.000
H 0.00640 4.35568 0.07446 -0.001
H 0.37535 4.63303 -1.60639 0.000
H 2.11636 2.81339 0.11202 0.000
H 2.39793 4.55475 -0.06466 0.000
H 2.48043 3.48854 -1.48181 0.000
H 0.11736 2.89774 1.30593 -0.001
H 1.26793 1.56414 1.38907 0.000
H -1.60686 1.53810 2.34038 0.020
H -0.29737 1.89126 3.40662 0.018
H 1.66268 -4.73613 2.09486 0.010
C -3.02119 -3.05763 1.12809 0.001
C -2.21012 -1.97120 0.76602 0.007
N -1.17812 -2.04206 -0.05383 0.002
C -0.86403 -3.27359 -0.54030 0.000
C -1.68318 -4.39822 -0.32391 0.000
C -2.78079 -4.26634 0.54467 0.001
C -1.39888 -5.64826 -0.97288 0.000
C -0.31272 -5.79224 -1.75390 -0.001
C 0.62965 -4.71727 -1.87934 0.000
C 1.85539 -4.87922 -2.54616 0.000
C 2.75727 -3.84944 -2.56058 0.000
C 2.41789 -2.65923 -1.89600 0.001
N 1.27408 -2.47420 -1.27968 -0.001
C 0.37606 -3.47339 -1.27051 0.000
H -3.83464 -2.90573 1.82734 0.000
H -2.44271 -0.97844 1.12130 0.002
H -3.40860 -5.12910 0.74313 0.000
H -2.08592 -6.47401 -0.82043 0.000
H -0.11079 -6.72761 -2.26404 0.000
H 2.08074 -5.82928 -3.02032 0.000
H 3.71803 -3.94933 -3.05055 0.000
H 3.11388 -1.82888 -1.86527 0.000
C 6.70154 -1.92319 -1.03731 0.000
C 5.95631 -0.85883 -1.80583 0.000
C 5.60941 -1.02909 -3.13960 0.000
C 4.86449 -0.08122 -3.83139 0.000
C 4.46821 1.08647 -3.19125 0.000
N 3.75953 2.13577 -3.84134 0.000
C 3.00802 2.12809 -4.98864 0.000
O 2.93727 3.09819 -5.71289 0.000
N 2.30807 0.95293 -5.29408 0.000
C 1.28634 0.38037 -4.50394 0.000
C 0.35471 -0.43964 -5.13655 0.000
C -0.75607 -0.87442 -4.44119 0.000
C -0.90756 -0.49559 -3.11828 0.000
N 0.01379 0.22498 -2.48630 0.001
C 1.09296 0.64409 -3.15215 0.000
C 4.85283 1.29558 -1.86811 0.000
C 5.57593 0.33058 -1.18747 0.000
H 7.00924 -2.74174 -1.68872 0.000
H 6.06625 -2.34029 -0.25188 0.000
H 7.59199 -1.51198 -0.55786 0.000
H 5.92880 -1.92743 -3.65920 0.000
H 4.61930 -0.23920 -4.87147 0.000
H 4.06530 3.06533 -3.60441 0.000
H 2.06933 0.96259 -6.27147 0.000
H 0.49058 -0.70165 -6.18065 0.000
H -1.50989 -1.48114 -4.92510 0.000
H -1.79377 -0.76607 -2.55212 0.000
H 1.79370 1.24687 -2.58857 0.000
H 4.58501 2.22405 -1.37536 0.000
H 5.85421 0.50544 -0.15263 0.000
O -2.24473 0.98869 0.16394 0.002
C -3.53512 1.40684 -0.12679 0.000
C -3.73352 2.93144 -0.04231 0.000
C -4.73181 3.73881 -0.50616 0.000
C -4.59793 5.09501 -0.08636 0.000
C -3.51560 5.28239 0.71257 0.000
S -2.65086 3.82434 0.94234 0.001
C -4.45117 0.78855 0.95794 0.000
C -4.08620 0.21954 2.13960 0.001
C -5.20174 -0.19066 2.93720 0.000
C -6.39086 0.07715 2.34250 0.000
S -6.17146 0.82958 0.81604 0.000
C -3.99479 0.84169 -1.49683 0.000
C -4.10861 -0.48727 -1.78418 0.000
C -4.46914 -0.75661 -3.13432 0.000
C -4.63354 0.38285 -3.85937 0.000
S -4.36314 1.77282 -2.90213 0.000
H -5.55598 3.38678 -1.11150 0.000
H -5.28563 5.88313 -0.36586 0.000
H -3.16264 6.19529 1.16953 0.000
H -3.05848 0.08618 2.45741 0.002
H -5.10115 -0.65950 3.90901 0.000
H -7.39143 -0.11481 2.70363 0.000
H -3.95837 -1.25564 -1.03978 0.000
H -4.59270 -1.75410 -3.53925 0.000
H -4.92181 0.49101 -4.89577 0.000
```

As for the expectation value of S²: 0.8076. The spin multiplicity is 2. The orbital gap (spin up / spin down) comes out at 7.5 / 6.1 eV. The total charge is 0.

No. 2
Entry from the Open Molecules 2025 dataset: 4 unconnected molecules or ions with the total composition C24H24 (wB97M-V/def2-TZVPD).

XYZ file:
```
48
Properties=species:S:1:pos:R:3:nbo_charge:R:1
C 2.26058 0.99781 0.48802 -0.202
C 3.08027 0.57573 -0.57627 -0.225
C 4.36766 0.19104 -0.31526 -0.191
C 4.82600 0.07597 0.98337 -0.243
C 3.95745 0.39167 2.00796 -0.215
C 2.73047 0.95144 1.80266 -0.239
H 1.23826 1.27830 0.28164 0.231
H 2.61599 0.63321 -1.54968 0.223
H 5.04871 -0.01417 -1.12795 0.218
H 5.75664 -0.45784 1.10738 0.221
H 4.15346 0.42021 3.06964 0.218
H 1.93757 1.03875 2.53074 0.213
C -0.12988 -0.72801 -0.93409 -0.178
C 0.34730 -0.63342 0.37239 -0.268
C -0.51513 -0.27843 1.40703 -0.211
C -1.85954 0.02575 1.08312 -0.201
C -2.31128 -0.07872 -0.22016 -0.227
C -1.46041 -0.49224 -1.20801 -0.237
H 0.40749 -0.98191 -1.83585 0.232
H 1.38035 -0.70156 0.67991 0.254
H -0.12268 -0.12347 2.40119 0.210
H -2.44073 0.43941 1.89400 0.193
H -3.34340 0.16918 -0.41933 0.229
H -1.77556 -0.48928 -2.24100 0.213
C -4.79094 3.34259 -0.37599 -0.213
C -5.83718 3.79267 0.38924 -0.212
C -6.11735 2.98514 1.51876 -0.205
C -5.22861 2.08080 1.97449 -0.219
C -4.14005 1.64794 1.20442 -0.200
C -3.98346 2.26320 -0.03987 -0.221
H -4.57389 3.78244 -1.33820 0.207
H -6.52064 4.56824 0.07656 0.219
H -6.96207 3.13164 2.17553 0.209
H -5.40735 1.56846 2.90827 0.206
H -3.49956 0.85982 1.57192 0.196
H -3.25682 1.93749 -0.76948 0.216
C 3.79235 -2.52290 -1.14909 -0.196
C 2.69224 -2.06700 -0.43451 -0.262
C 1.43369 -2.38269 -0.85774 -0.143
C 1.25126 -3.06014 -2.02681 -0.257
C 2.32100 -3.54546 -2.76693 -0.200
C 3.63928 -3.30405 -2.29478 -0.230
H 4.80873 -2.32836 -0.84001 0.209
H 2.78486 -1.42611 0.42984 0.216
H 0.52912 -2.13607 -0.32171 0.230
H 0.31863 -3.52760 -2.30626 0.209
H 2.08841 -4.12906 -3.64540 0.209
H 4.50881 -3.74042 -2.76371 0.212
```

As for the SMILES: c1ccccc1.c1ccccc1.c1ccccc1.c1ccccc1. The orbital gap comes out at 9.0 eV. The energy above the lowest of the compared OMol25 structures with the same formula, charge and spin comes out at 118.1 kcal/mol. The total charge is 0.

No. 3
Entry from the Open Molecules 2025 dataset: a molecular structure, C40H36ClN3RhSi2 (wB97M-V/def2-TZVPD).

XYZ file:
```
83
Properties=species:S:1:pos:R:3:lowdin_spin:R:1
C -1.82050 -0.43039 4.86302 0.086
C -2.46868 0.14982 3.72967 0.117
C -2.36084 -0.78794 2.63365 0.025
H -2.94884 1.12367 3.69075 0.011
C -1.61304 -1.93032 3.09943 0.037
C -1.29705 -1.70786 4.47065 0.108
H -0.79640 -2.43494 5.09987 0.010
H -1.72527 0.02446 5.84765 0.008
H -2.92807 -0.72044 1.70209 0.005
H -1.29709 -2.78414 2.50058 0.007
Rh -0.52359 -0.24262 3.29027 1.201
Si 2.47124 0.18991 -4.73642 0.000
C 1.64298 1.70005 -5.40657 0.000
C 2.20905 2.41178 -6.47785 0.000
H 3.17308 2.09472 -6.88725 0.000
C 1.52852 3.50868 -7.02046 0.000
H 1.95366 4.04819 -7.86717 0.000
C 0.30153 3.91587 -6.48447 0.000
H -0.23165 4.76678 -6.91507 0.000
C -0.23622 3.23530 -5.38373 0.000
H -1.19024 3.55129 -4.95759 0.000
C 0.44295 2.14457 -4.82730 0.000
H 0.03881 1.63064 -3.94699 0.000
C 1.79773 -1.33533 -5.53568 0.000
C 0.67810 -1.28716 -6.38288 0.000
H 0.27122 -0.32397 -6.70453 0.000
C 0.06424 -2.47359 -6.80164 0.000
H -0.82947 -2.42750 -7.42194 0.000
C 0.58585 -3.71428 -6.42082 0.000
H 0.08970 -4.63941 -6.72482 0.000
C 1.75966 -3.76415 -5.65731 0.000
H 2.18961 -4.73014 -5.38917 0.000
C 2.37593 -2.58282 -5.23076 0.000
H 3.29915 -2.61718 -4.64214 0.000
H 2.22856 0.11672 -3.27644 0.000
Si -0.83844 -0.19084 0.85548 0.090
C -1.12914 -1.75541 -0.12337 0.011
C -2.15669 -1.86064 -1.07251 0.004
H -2.69100 -0.96595 -1.39879 0.000
C -2.49700 -3.11327 -1.60218 0.000
H -3.30912 -3.19361 -2.32813 0.000
C -1.79565 -4.26315 -1.21668 0.003
H -2.06349 -5.23886 -1.62992 0.000
C -0.72958 -4.15276 -0.31376 0.000
H -0.16883 -5.04307 -0.01248 0.000
C -0.37119 -2.89792 0.19453 0.004
H 0.49765 -2.81373 0.85658 0.001
C -1.64523 1.32415 0.11562 0.013
C -2.93627 1.80420 0.40939 0.003
H -3.50842 1.38975 1.23981 0.000
C -3.51171 2.81430 -0.37546 0.000
H -4.53595 3.13611 -0.17874 0.000
C -2.80180 3.42047 -1.41981 0.003
H -3.26427 4.18234 -2.05633 0.000
C -1.46575 3.04465 -1.62237 0.000
H -0.85786 3.53983 -2.38472 0.000
C -0.89954 2.01457 -0.86080 0.005
H 0.14116 1.73785 -1.04410 0.001
H 3.92641 0.30403 -5.01057 0.000
Cl 1.25378 0.07945 0.76070 0.118
C 2.15049 -3.16653 7.31936 0.207
C 2.25175 -1.83927 7.78452 -0.002
C 2.15162 -0.77817 6.88575 0.148
C 1.79785 -1.04792 5.54277 0.125
C 1.81764 -2.37091 5.06080 0.138
C 2.00420 -3.42130 5.94718 0.004
N 1.36922 -0.02407 4.69881 0.513
N 1.76686 1.16073 5.05670 0.484
C 1.16261 2.21726 4.40471 0.037
C 1.70697 3.50963 4.57437 0.119
C 1.03852 4.59332 4.03399 -0.005
C -0.18521 4.34487 3.38817 0.138
C -0.67912 3.05300 3.28208 0.017
N 0.04352 1.99048 3.67234 0.177
H 2.21275 -4.00479 8.01591 0.010
H 2.39220 -1.63475 8.84934 -0.003
H 2.25126 0.26307 7.20274 0.010
H 1.62810 -2.52358 3.99889 0.007
H 2.01172 -4.44996 5.57733 -0.003
H 2.62483 3.53011 5.15551 0.004
H 1.44374 5.60458 4.10163 -0.003
H -0.76532 5.15651 2.96232 0.007
H -1.67285 2.85695 2.87479 -0.001
```

As for the expectation value of S²: 6.0712. The spin multiplicity is 5. The orbital gap (spin up / spin down) comes out at 7.4 / 4.3 eV. The energy above the lowest of the compared OMol25 structures with the same formula, charge and spin comes out at 6.0 kcal/mol. The total charge is +1.

No. 4
Entry from the Open Molecules 2025 dataset: a single C4H6O2 molecule (wB97M-V/def2-TZVPD).

XYZ file:
```
12
Properties=species:S:1:pos:R:3:nbo_charge:R:1
O -0.40972 0.12485 -1.91063 -0.559
C -0.21378 -0.97477 -1.42079 0.405
C 0.06794 -1.25827 -0.00612 -0.357
C 0.30115 -0.33166 0.92838 -0.061
C 0.24783 1.17285 0.77535 -0.123
O -0.97087 1.65615 0.28280 -0.717
H -0.23437 -1.86136 -2.07738 0.122
H 0.15163 -2.31504 0.25168 0.217
H 0.58188 -0.69486 1.91790 0.206
H 0.38718 1.63784 1.75629 0.190
H 1.10328 1.48227 0.14664 0.185
H -1.01216 1.36199 -0.64411 0.492
```

As for the SMILES: O=C/C=C\CO. The orbital gap comes out at 9.9 eV. The energy above the lowest of the compared OMol25 structures with the same formula, charge and spin comes out at 34.6 kcal/mol. The total charge is 0.

For the records above, the corresponding E_tot values read -148104.5489, -25271.0744, -77810.9972, -8338.9625 eV.
For the records above, the corresponding max |F| values read 0.03573, 0.06793, 0.15346, 0.00923 hartree/bohr.